Entry 1:
The following is a quantum chemistry calculation of 6 unconnected molecules or ions with the total composition C39H95BClN6O3 at a distorted geometry, from the OMol25 dataset.

## Properties
LUMO ... -4.047 eV
HOMO-LUMO gap ... 0.18810 hartree
Net charge ... +1

Geometry as XYZ:
```
145
Properties=species:S:1:pos:R:3:mulliken_charge:R:1
C 2.6661 -4.8768 3.1848 -0.5560
O 2.1217 -3.9258 4.1664 -0.3540
C 0.6782 -4.1385 4.4038 -0.5024
C -0.2585 -3.5376 3.1805 0.2023
C -0.7677 -1.9534 3.2943 -0.9796
C -1.8130 -1.8955 1.9908 0.5702
C -2.9652 -0.7333 2.0763 -0.5388
C -2.2268 0.6757 1.5597 -0.3504
O -2.1427 0.5354 0.0697 -0.5292
C -2.2293 -3.4707 1.8177 -0.6746
B -3.7393 -3.8862 1.3175 0.9391
C -4.6864 -5.0765 1.9886 -0.9306
O -4.3514 -3.1848 0.1340 -0.6228
N -1.5498 -4.3301 2.9038 0.2727
Cl -2.3464 -4.3358 4.4403 0.0627
H 2.2719 -5.9906 3.3280 0.2488
H 2.3685 -4.5133 2.0977 0.1967
H 3.8546 -4.9406 3.1866 0.2688
H 0.4002 -3.6601 5.4586 0.2964
H 0.5140 -5.3108 4.5559 0.3331
H 0.4069 -3.5124 2.2014 0.0871
H 0.1198 -1.1686 3.3120 0.3500
H -1.3258 -1.6802 4.3137 0.3359
H -1.0675 -1.6389 1.1191 0.0808
H -3.3324 -0.5134 3.1909 0.3487
H -3.8796 -0.8809 1.3605 0.3094
H -2.9000 1.6106 1.7796 0.2830
H -1.1218 0.7699 1.9403 0.1121
H -1.1921 0.3495 -0.1911 0.3303
H -1.5740 -3.7886 0.8719 -0.1267
H -5.2112 -4.7113 2.9752 0.2494
H -5.5748 -5.3310 1.2327 0.2930
H -4.0313 -6.0383 2.1272 0.2459
H -5.0987 -3.7767 -0.2343 0.2888
H -1.1704 -5.2432 2.5156 0.4550
C -0.5067 4.4637 0.1083 -1.2095
C 0.0812 4.4194 1.5159 -0.3700
N 1.0925 3.3758 1.7043 0.2951
C 1.4434 3.1556 3.1110 -0.9086
C 2.1178 4.3010 3.8595 -0.8362
C 2.2259 3.3950 0.7777 -0.8618
C 3.0708 4.6632 0.7196 -0.6676
H -0.9182 3.4909 -0.1805 0.1545
H -1.3199 5.1964 0.0687 0.4638
H 0.2369 4.7637 -0.6359 0.1634
H -0.7552 4.2267 2.2006 0.4577
H 0.4698 5.4112 1.7688 0.2460
H 2.0733 2.2611 3.1929 0.4030
H 0.5206 2.8969 3.6507 0.3596
H 3.1646 4.4101 3.5694 0.1969
H 2.1074 4.0933 4.9347 0.3507
H 1.6093 5.2569 3.7090 0.3241
H 1.8471 3.1932 -0.2316 0.4028
H 2.8850 2.5431 0.9887 0.3669
H 2.4657 5.5731 0.7000 0.2084
H 3.6776 4.6575 -0.1923 0.2472
H 3.7649 4.7237 1.5603 0.2355
C 3.5866 10.6050 -3.9551 -1.4286
C 4.2484 9.2443 -3.7562 -0.3082
N 4.4082 8.8616 -2.3508 0.1127
C 5.2858 7.7020 -2.1618 -0.6628
C 4.8270 6.3662 -2.7382 -0.6848
C 3.1917 8.8584 -1.5362 -0.7529
C 2.0393 7.9681 -1.9890 -0.6035
H 4.1249 11.3907 -3.4148 0.3266
H 3.5897 10.8673 -5.0184 0.4291
H 2.5439 10.6045 -3.6239 0.2956
H 5.2420 9.3067 -4.2193 0.4400
H 3.6876 8.4919 -4.3202 0.2542
H 5.4920 7.5726 -1.0921 0.3285
H 6.2622 7.9439 -2.6066 0.3697
H 4.0333 5.9196 -2.1363 -0.0772
H 5.6629 5.6587 -2.7351 0.4004
H 4.4793 6.4528 -3.7710 0.2853
H 2.8196 9.8881 -1.4715 0.3549
H 3.4466 8.6030 -0.4996 0.3142
H 1.8537 8.0321 -3.0642 0.2938
H 1.1182 8.2752 -1.4821 0.3802
H 2.2109 6.9223 -1.7261 -0.0757
C -0.5564 -4.7481 -4.4570 -1.5307
C -0.7759 -5.2352 -3.0275 -0.1282
N -1.9588 -6.0845 -2.8647 0.2243
C -2.3193 -6.3138 -1.4619 -0.4768
C -1.3306 -7.0865 -0.5946 -1.1077
C -2.0331 -7.2664 -3.7257 -0.5955
C -0.8921 -8.2747 -3.6433 -1.1557
H -1.4418 -4.2297 -4.8397 0.3293
H 0.2821 -4.0439 -4.4845 0.4550
H -0.3121 -5.5704 -5.1360 0.3106
H -0.8974 -4.3392 -2.4047 0.2728
H 0.1338 -5.7358 -2.6804 0.2742
H -3.2954 -6.8126 -1.4142 0.3380
H -2.4846 -5.3327 -0.9930 0.2113
H -1.3471 -8.1546 -0.8196 0.3384
H -1.6068 -6.9809 0.4599 0.3798
H -0.3059 -6.7204 -0.6995 0.2401
H -2.1125 -6.9282 -4.7660 0.3022
H -2.9799 -7.7914 -3.5447 0.2761
H 0.0916 -7.7987 -3.6264 0.2708
H -0.9197 -8.9314 -4.5194 0.4423
H -0.9844 -8.9165 -2.7646 0.3135
C -5.4759 -7.8457 -10.5876 -1.4110
C -4.0251 -8.0040 -10.1411 -0.3234
N -3.5650 -6.9500 -9.2331 0.1168
C -2.1121 -6.9489 -9.0349 -0.7052
C -1.4904 -8.1625 -8.3511 -0.6886
C -4.3571 -6.7479 -8.0184 -0.7355
C -4.5287 -7.9372 -7.0795 -0.6792
H -5.6464 -6.8637 -11.0412 0.3276
H -5.7189 -8.6072 -11.3363 0.4282
H -6.1755 -7.9730 -9.7562 0.2920
H -3.4110 -7.9778 -11.0509 0.4353
H -3.8954 -9.0000 -9.7054 0.2576
H -1.8209 -6.0459 -8.4841 0.3460
H -1.6387 -6.8383 -10.0216 0.3747
H -1.6816 -8.1606 -7.2763 -0.0846
H -0.4030 -8.1391 -8.4791 0.4156
H -1.8459 -9.1075 -8.7702 0.3158
H -5.3552 -6.4020 -8.3136 0.3536
H -3.9430 -5.9066 -7.4479 0.3214
H -4.7585 -8.8645 -7.6103 0.2658
H -5.3581 -7.7435 -6.3909 0.3859
H -3.6398 -8.0975 -6.4659 0.0076
C 0.3066 5.0808 10.2198 -1.4539
C 1.2656 5.1974 9.0383 -0.2319
N 1.3593 6.5492 8.4808 0.0964
C 2.0530 6.5973 7.1898 -0.6449
C 3.5280 6.2092 7.1644 -1.0590
C 1.7187 7.6148 9.4184 -0.7038
C 3.0375 7.4791 10.1719 -0.9324
H -0.6923 5.4447 9.9572 0.3316
H 0.2127 4.0315 10.5194 0.4335
H 0.6632 5.6368 11.0919 0.3054
H 0.8896 4.5207 8.2596 0.3471
H 2.2459 4.8136 9.3388 0.2616
H 1.9440 7.5989 6.7555 0.2713
H 1.5173 5.9329 6.4959 0.3740
H 4.1584 6.9963 7.5825 0.3319
H 3.8510 6.0620 6.1283 0.3967
H 3.7255 5.2776 7.7011 0.2565
H 0.9136 7.7072 10.1575 0.3979
H 1.7105 8.5798 8.8955 0.3348
H 3.1990 6.4711 10.5622 0.2391
H 3.0425 8.1628 11.0276 0.3717
H 3.8893 7.7514 9.5453 0.2680
```

Entry 2:
The following is a quantum chemistry calculation of 10 unconnected molecules or ions with the total composition C39H95N3O10 at a distorted geometry, from the OMol25 dataset.

## Properties
LUMO (spin up / spin down) ... -2.585 / -6.620 eV
HOMO-LUMO gap (spin up / spin down) ... 0.27315 / 0.12490 hartree
Net charge ... +1
Multiplicity ... 2

Geometry as XYZ:
```
147
Properties=species:S:1:pos:R:3:mulliken_charge:R:1
C -27.3393 -23.8720 26.7225 -1.2448
C -26.3468 -25.0598 27.0582 0.6927
O -25.3111 -25.0460 26.1033 -0.4890
H -27.5772 -23.8076 25.6607 0.3537
H -27.0140 -22.8766 27.0248 0.2945
H -28.2929 -24.2034 27.1336 0.3649
H -26.8455 -26.0264 27.1300 -0.3650
H -26.0574 -24.8032 28.0772 0.1785
H -25.7304 -25.2560 25.2656 0.2763
C -26.7084 -28.7787 25.9387 -0.9412
C -25.5724 -29.5673 26.6138 0.9605
O -26.2664 -30.3401 27.6817 0.4070
H -27.3589 -29.3385 25.2666 -0.0644
H -26.3133 -27.9816 25.3090 0.3127
H -27.2745 -28.2823 26.7269 -0.0183
H -24.8460 -28.8806 27.0484 -0.2432
H -25.1265 -30.2695 25.9094 0.0136
H -26.6518 -29.7743 28.3547 -0.2648
C -23.3842 -30.2272 22.5290 -0.3451
C -22.3568 -31.3239 22.0083 -0.2709
O -21.5369 -30.7291 21.0623 -0.5289
H -23.9584 -29.7970 21.7084 0.3582
H -22.9959 -29.3806 23.0951 0.0497
H -24.0133 -30.6949 23.2863 -0.0449
H -22.8886 -32.1858 21.6054 0.2784
H -21.7440 -31.7063 22.8245 0.2045
H -20.7848 -31.2893 20.8571 0.3093
C -21.5107 -26.8497 24.5964 -1.4888
C -22.3484 -27.6412 25.6182 0.8043
O -21.7628 -27.4439 26.8515 -0.6886
H -21.9724 -26.8293 23.6092 0.3817
H -20.5075 -27.2636 24.4951 0.3075
H -21.5089 -25.7936 24.8661 0.3991
H -22.2466 -28.7019 25.3891 -0.2087
H -23.3838 -27.3137 25.7128 0.1514
H -21.2792 -28.2024 27.1869 0.3238
C -25.8496 -26.9316 30.3000 -1.3226
C -26.7154 -28.0534 30.6530 -0.1712
O -27.4076 -28.4568 29.5078 -0.5558
H -25.3247 -27.0194 29.3487 0.1536
H -25.0806 -26.7490 31.0506 0.4163
H -26.4455 -26.0191 30.3170 0.3978
H -27.3729 -27.6560 31.4262 0.4772
H -26.2867 -28.8870 31.2094 0.2495
H -28.2504 -28.7936 29.8206 0.2778
C -27.1244 -28.4680 22.4491 -0.5074
C -27.2468 -28.6630 20.9504 -0.5569
O -26.0294 -28.5880 20.2603 -0.5121
H -26.4057 -29.1932 22.8305 0.0060
H -28.0304 -28.7100 23.0048 0.4050
H -26.7329 -27.4523 22.5047 0.2695
H -28.0322 -27.9802 20.6261 0.2985
H -27.5888 -29.6553 20.6565 0.3122
H -26.1477 -29.0784 19.4436 0.3274
O -29.6087 -26.8422 27.9038 -0.6116
H -29.8262 -27.7004 27.5400 0.3143
H -28.8480 -27.0038 28.4619 0.2895
C -23.0171 -29.6080 29.4758 -1.7477
C -22.1778 -30.7398 28.8788 1.9486
C -23.0917 -31.5652 27.9075 -0.8569
C -22.3451 -32.6736 27.1508 -0.7252
C -21.1666 -32.0760 26.3372 -1.2520
C -20.1989 -31.0952 27.1401 1.4384
N -21.0732 -30.1994 27.9905 1.2722
O -20.3625 -29.2234 28.6242 -0.5597
C -19.1683 -31.9694 27.9649 -1.5919
C -19.4495 -30.1713 26.1345 -1.9069
C -21.7705 -31.5487 30.0992 -1.9083
H -24.0234 -29.9356 29.7368 0.3572
H -23.1735 -28.7714 28.7947 -0.0147
H -22.5075 -29.1270 30.3107 0.5230
H -24.0316 -31.9405 28.3122 0.5061
H -23.4060 -30.9769 27.0454 -0.4444
H -23.1463 -33.1606 26.5948 0.3120
H -21.9012 -33.4085 27.8222 0.3441
H -21.6783 -31.5117 25.5575 -0.1459
H -20.7012 -32.9697 25.9215 0.6441
H -19.1953 -31.7868 29.0391 0.2787
H -19.2871 -33.0491 27.8739 0.3117
H -18.1307 -31.7644 27.7014 0.4774
H -18.6937 -29.5570 26.6239 0.4340
H -18.9460 -30.7983 25.3986 0.5313
H -20.0979 -29.4879 25.5862 0.1360
H -21.3472 -32.5206 29.8456 0.3647
H -22.5382 -31.7561 30.8446 0.3316
H -20.9424 -31.1006 30.6483 0.4537
H -19.8651 -29.6376 29.3333 0.3770
C -29.8886 -34.9549 23.6348 -1.4740
C -28.4306 -35.4229 23.8007 0.8915
C -27.6160 -34.7209 22.6266 -1.0821
C -27.2754 -33.2361 22.9395 -0.8822
C -26.5923 -33.0916 24.3441 -1.1995
C -27.4458 -33.7348 25.5461 2.1757
N -27.9266 -35.0293 25.1403 0.9628
O -28.4988 -35.7951 26.1863 -0.3622
C -26.4441 -33.9708 26.6933 -1.9877
C -28.5225 -32.7522 25.9941 -1.5232
C -28.1905 -36.9718 23.5946 -1.7286
H -30.2055 -35.2121 22.6242 0.4283
H -29.8896 -33.8725 23.7634 0.3515
H -30.6510 -35.3897 24.2811 0.3586
H -26.6569 -35.2286 22.5245 0.4216
H -28.1480 -34.8313 21.6817 0.5099
H -28.1489 -32.5843 22.9554 0.3367
H -26.6376 -32.8582 22.1403 0.4816
H -26.2700 -32.0718 24.5540 0.0909
H -25.5942 -33.5272 24.2984 0.5762
H -25.6356 -34.6408 26.4009 0.5196
H -25.9576 -33.0527 27.0225 -0.0688
H -26.9852 -34.3295 27.5689 0.6363
H -29.4082 -33.2733 26.3576 0.3907
H -28.1304 -31.9762 26.6516 0.2109
H -28.9440 -32.1812 25.1669 0.2998
H -27.1460 -37.1849 23.8222 0.4432
H -28.2871 -37.3237 22.5676 0.3777
H -28.8947 -37.5627 24.1802 0.3888
H -27.7283 -36.2398 26.5470 0.3817
C -28.6019 -31.7995 32.7703 -1.5866
C -28.2803 -32.9656 31.8689 1.8295
C -26.7130 -33.2514 31.9541 -0.7195
C -26.2976 -34.1381 33.0880 -1.0268
C -27.1797 -35.4261 33.2050 -1.0344
C -28.7240 -35.1277 33.3314 1.2367
N -29.0836 -34.1627 32.2099 0.6469
O -30.4683 -33.9148 31.9907 -0.5033
C -29.4429 -36.4986 33.0845 -1.8440
C -29.0603 -34.5690 34.7686 -1.6723
C -28.4911 -32.5421 30.3791 -2.1716
H -28.1766 -31.7328 33.7717 0.3138
H -28.2365 -30.9482 32.1960 0.2039
H -29.6729 -31.5986 32.7976 0.4140
H -26.3365 -33.5556 30.9774 0.2819
H -26.2526 -32.2884 32.1750 0.1624
H -25.2842 -34.4891 32.8931 0.4376
H -26.1960 -33.6481 34.0563 0.3828
H -26.9019 -35.9198 34.1362 0.4590
H -27.0651 -35.9962 32.2830 0.3354
H -30.5234 -36.3656 33.1390 0.4131
H -29.1788 -37.3042 33.7695 0.3773
H -29.1752 -36.7645 32.0619 0.3971
H -29.0111 -35.3009 35.5748 0.4456
H -30.0877 -34.2094 34.8251 0.3512
H -28.5114 -33.6490 34.9696 0.3018
H -29.5029 -32.2119 30.1437 0.4733
H -27.7009 -31.8297 30.1420 0.3618
H -28.3018 -33.4638 29.8290 0.4259
H -30.6702 -34.5950 31.3440 0.3211
```